one | ORCA calculation (wB97M-V/def2-TZVPD) on a single C7H13N molecule.

Element x y z (Å)
H -1.3330 -0.7492 -2.0899
H -0.5181 -0.3768 2.8539
H -0.7194 2.8023 -0.6639
H -1.4555 -1.0162 -0.1890
C -1.6353 -0.3146 -1.1351
C 0.5710 0.6049 -0.2373
H -2.7051 -0.1055 -1.1360
H -1.3748 -1.2746 1.6437
H 1.5056 -1.6113 2.2970
C 1.4559 0.0699 -1.3766
N -1.3018 2.0360 -1.0102
H 0.9717 1.5772 0.0891
C -0.8309 -0.3530 1.8171
H 2.5046 0.0932 -1.0898
C -0.8186 0.8803 -0.8261
C 1.5565 -1.0719 1.3639
C 0.5731 -0.2841 0.9727
H 1.3528 0.7028 -2.2572
H 1.1705 -0.9461 -1.6368
H 2.4579 -1.2195 0.7830
H -1.4272 0.5561 1.8276

Values from the calculation:
- Net charge: 0
- Lowest unoccupied orbital energy: 1.0 eV
- SMILES: [H]/N=C(/C)[C@H](C)C(=C)C
- HOMO: -9.50 eV

Listed below, in e, are the Löwdin charges computed for each atom:
1 H 0.0834
2 H 0.0587
3 H 0.0518
4 H 0.0962
5 C -0.0424
6 C -0.3105
7 H 0.0808
8 H 0.0636
9 H 0.0632
10 C -0.0611
11 N 0.1422
12 H 0.1434
13 C -0.0497
14 H 0.0734
15 C -0.4543
16 C 0.0388
17 C -0.2809
18 H 0.0839
19 H 0.0847
20 H 0.0590
21 H 0.0759



two | ORCA calculation (wB97M-V/def2-TZVPD) on a single C7H13N molecule.

Element x y z (Å)
H -0.5806 -0.9091 -1.9801
C -0.3239 0.5401 -0.8270
C -0.1545 1.9251 -0.5477
H 0.0528 -1.4336 1.9137
N -0.2449 0.0855 -2.1019
H 0.3713 0.3113 1.9188
H -0.1760 3.5341 0.7883
C -1.1885 -1.7376 -0.3800
H -1.6676 -0.0232 0.6954
H 1.4570 -1.5538 -0.1821
C 0.3237 -0.5786 1.3021
H 2.1775 0.0417 0.3588
H 0.7349 0.0190 -2.4044
C -0.6007 2.5759 0.5273
H 0.5304 2.4278 -1.2204
C 1.6899 -0.8850 0.6475
H -0.5245 -2.5695 -0.5780
H -2.2350 -1.8869 -0.6297
C -0.7863 -0.4666 0.2198
H 2.3849 -1.4538 1.2650
H -1.2399 2.0372 1.2144

Values from the calculation:
- Net charge: 0
- Lowest unoccupied orbital energy: -1.0 eV
- HOMO: -5.97 eV

Listed below, in e, are the Löwdin charges computed for each atom:
1 H 0.0640
2 C -0.2580
3 C -0.1274
4 H 0.1042
5 N 0.1397
6 H 0.0890
7 H 0.0663
8 C -0.0915
9 H 0.1361
10 H 0.0614
11 C -0.2016
12 H 0.0673
13 H 0.1269
14 C 0.0538
15 H 0.1130
16 C -0.0920
17 H 0.0207
18 H 0.0241
19 C -0.4304
20 H 0.0685
21 H 0.0659



three | ORCA calculation (wB97M-V/def2-TZVPD) on a single C7H13N molecule.

Element x y z (Å)
H -2.3537 -2.1209 -1.6893
C 0.0809 -1.8683 -0.3605
N -0.9220 0.4067 -0.8216
H 2.3418 1.2149 1.5129
H -2.7124 -2.0967 0.0575
H -3.1624 -0.7255 -0.9896
C 1.3685 1.3010 2.0020
C 1.1501 1.6563 -1.1192
H 0.1367 -2.1798 0.6855
H 1.4130 0.6980 2.9135
C 0.1568 0.9704 -0.2266
C -2.4056 -1.4890 -0.7969
H 0.8460 2.6950 -1.2828
H 1.2104 1.1657 -2.0947
H -0.6796 0.6219 1.6717
C 0.2403 0.8388 1.1345
C -1.0503 -0.8783 -0.5323
H 2.1668 1.6675 -0.7187
H -0.1016 -2.7591 -0.9712
H 1.2304 2.3471 2.2968
H 1.0458 -1.4656 -0.6708

Values from the calculation:
- Net charge: 0
- Lowest unoccupied orbital energy: 1.0 eV
- SMILES: C/C=C(\C)N=C(C)C
- HOMO: -7.88 eV

Listed below, in e, are the Löwdin charges computed for each atom:
1 H 0.0787
2 C -0.0388
3 N 0.1002
4 H 0.0622
5 H 0.0808
6 H 0.0753
7 C -0.1103
8 C -0.0313
9 H 0.0833
10 H 0.0674
11 C -0.4128
12 C -0.0524
13 H 0.0843
14 H 0.0755
15 H 0.1057
16 C -0.1238
17 C -0.3478
18 H 0.0692
19 H 0.0789
20 H 0.0746
21 H 0.0810



four | ORCA calculation (wB97M-V/def2-TZVPD) on 2 unconnected molecules or ions with the total composition C7H13N.

Element x y z (Å)
C -1.4411 1.2284 0.2625
N 1.7467 -2.3752 -1.4615
H -0.1214 1.6755 1.8993
H 2.7433 -2.4741 1.6105
H -0.7535 2.1044 -1.6343
H -3.0944 0.7587 -1.2365
H -2.0870 -0.6778 -0.7850
H 3.7310 -1.0542 1.0570
C 2.8220 -1.6686 0.9142
C -2.5260 0.2726 -0.3769
H -1.2464 0.2712 2.1918
C -1.0450 2.3663 -0.6001
H -0.6290 3.2938 -0.1993
H 2.5592 -2.8629 -1.8523
H -3.1570 -0.0446 0.3724
H -2.0027 2.9130 -0.9236
H 1.1215 -1.8268 -2.0671
C 2.0011 -1.8120 -0.2551
H 0.7607 -0.3316 0.9732
C -0.9705 1.1004 1.5381
C 1.5885 -0.8565 0.5727

Values from the calculation:
- Net charge: 0
- Lowest unoccupied orbital energy: 0.8 eV
- SMILES: C=C(C)C.NC1=CC1
- HOMO: -7.69 eV

Listed below, in e, are the Löwdin charges computed for each atom:
1 C -0.3921
2 N 0.0975
3 H 0.0627
4 H 0.0624
5 H 0.0833
6 H 0.0911
7 H 0.0818
8 H 0.0820
9 C -0.1351
10 C -0.0537
11 H 0.0639
12 C -0.1124
13 H 0.0752
14 H 0.1020
15 H 0.0280
16 H 0.0936
17 H 0.1100
18 C -0.3803
19 H 0.0291
20 C -0.0072
21 C 0.0183



The energy of each structure relative to the most stable one, in kcal/mol, is as follows: one 3.4; two 81.4; three 0.0; four 68.6.



one | ORCA calculation (wB97M-V/def2-TZVPD) on a single C7H13N molecule.

Element x y z (Å)
H -2.1281 -1.5498 0.7693
H 0.8760 1.8229 0.1152
C 0.0223 -0.4729 1.5902
C 1.4614 -0.7254 -0.4419
H -1.0242 -0.1262 1.7819
C -0.9342 -0.7537 -0.8201
H -2.8976 -1.7960 -0.8827
N -1.1313 1.9603 0.0840
H 2.7605 0.8240 0.2966
H 3.5984 -0.4538 -0.6867
C -2.0297 -1.4068 -0.3328
H -1.5388 2.7791 -0.3931
C 2.6408 -0.1738 -0.2688
C 0.1071 1.2926 -0.3754
H -0.9155 -0.3526 -1.8044
H 0.9137 0.0363 2.2012
H 1.4621 -1.5744 -1.1270
H 0.2319 1.2821 -1.4576
H 0.1401 -1.6077 1.7544
C 0.1432 -0.1743 0.0346
H -1.7581 1.1701 -0.0372

Values from the calculation:
- Net charge: 0
- Lowest unoccupied orbital energy: 1.0 eV
- SMILES: C=CC(C)(C=C)CN
- HOMO: -9.19 eV

Listed below, in e, are the Löwdin charges computed for each atom:
1 H 0.0594
2 H 0.0863
3 C -0.0342
4 C -0.1584
5 H 0.0674
6 C -0.1544
7 H 0.0580
8 N 0.0149
9 H 0.0890
10 H 0.0513
11 C 0.0377
12 H 0.0810
13 C 0.0024
14 C -0.2523
15 H 0.1026
16 H 0.1251
17 H 0.1117
18 H 0.1154
19 H 0.1023
20 C -0.5402
21 H 0.0349



two | ORCA calculation (wB97M-V/def2-TZVPD) on a single C7H13N molecule.

Element x y z (Å)
H -3.2898 -0.8192 1.7494
H -1.2197 -0.0501 -2.3819
N 2.5326 -1.0816 0.1548
H 2.1637 0.6991 -0.8290
H 0.5046 0.2662 -2.2212
C 2.0205 0.2715 0.1646
H 0.1744 2.2149 -0.6046
C -0.3335 -0.2738 -1.7884
C -0.2994 1.5433 0.0975
C -2.4012 -0.3010 1.4255
H -1.0190 2.0250 0.7422
H -0.1364 -1.3432 -1.8626
C 0.5166 0.4057 0.6247
C -1.8216 -0.5681 0.2656
H -2.2236 -1.3659 -0.3485
H 2.0184 -1.6505 -0.5088
C -0.5748 0.1298 -0.3545
H -2.0478 0.4716 2.0907
H 2.6217 0.8584 0.8657
H 0.3763 0.0749 1.6479
H 2.4378 -1.5070 1.0709

Values from the calculation:
- Net charge: 0
- Lowest unoccupied orbital energy: 1.1 eV
- SMILES: C=C[C@@]1(C)C[C@@H]1CN
- HOMO: -8.94 eV

Listed below, in e, are the Löwdin charges computed for each atom:
1 H 0.0493
2 H 0.0848
3 N -0.0039
4 H 0.1008
5 H 0.0747
6 C -0.2477
7 H 0.1070
8 C -0.0448
9 C -0.0545
10 C -0.0024
11 H 0.0967
12 H 0.0790
13 C -0.2194
14 C -0.0970
15 H 0.0955
16 H 0.0586
17 C -0.4352
18 H 0.0521
19 H 0.1085
20 H 0.1309
21 H 0.0669



The energy of each structure relative to the most stable one, in kcal/mol, is as follows: one 25.8; two 0.0.



one | ORCA calculation (wB97M-V/def2-TZVPD) on a molecular structure, C7H13N.

Element x y z (Å)
H -2.4901 -1.4203 -0.2531
C -1.4749 0.5714 0.2040
C -0.3251 1.6565 -0.3673
H -1.6021 -0.6138 -1.7693
C -1.6915 -0.7398 -0.6754
H -0.2484 1.5562 -1.4236
N -0.6804 -0.3489 1.1316
H 1.4192 -2.1352 -0.9490
C 1.1712 -1.4591 -0.0268
C 1.1296 1.3106 0.2209
H 1.9238 -0.1443 -1.2721
H -0.6326 2.6562 -0.0918
H 1.7842 1.9948 -0.1971
H -1.2994 -1.0715 1.7160
H 1.2108 1.3467 1.3826
C -0.2536 -1.0278 -0.1168
H -2.3628 1.1302 0.4613
H 1.6669 -2.0038 0.8372
H 0.0768 -0.3409 -0.9017
H 2.8120 -0.0555 0.4054
C 1.8616 -0.0545 -0.2162

Values from the calculation:
- Net charge: 0
- Lowest unoccupied orbital energy: 1.1 eV
- HOMO: -8.16 eV

Listed below, in e, are the Löwdin charges computed for each atom:
1 H 0.1074
2 C -0.2200
3 C -0.0930
4 H 0.0998
5 C -0.0800
6 H 0.0833
7 N -0.0184
8 H 0.1331
9 C -0.1780
10 C -0.1743
11 H 0.0852
12 H 0.0869
13 H 0.0568
14 H 0.1586
15 H 0.1305
16 C -0.3866
17 H 0.1080
18 H 0.1094
19 H 0.0634
20 H 0.1207
21 C -0.1930



two | ORCA calculation (wB97M-V/def2-TZVPD) on 2 unconnected molecules or ions with the total composition C7H13N.

Element x y z (Å)
H 1.7980 -0.2547 -1.3959
H 0.3811 -2.8861 0.5841
H 0.3116 -1.2064 -2.2822
H 0.9516 -1.7118 1.7174
C 1.0367 -2.0171 0.6739
H 2.0700 -2.3342 0.5044
C -0.6987 2.4423 -0.5372
C 0.5031 0.4274 0.2124
C -0.7423 1.1861 -0.0882
H -1.6082 2.9991 -0.7317
H -0.6655 -2.1969 -1.2513
C 0.6963 -0.9372 -0.3266
H 0.2424 2.9267 -0.7677
C 1.4139 0.9743 1.0561
H -2.0043 0.0374 1.2361
N -0.0875 -1.3741 -1.3531
H 1.3035 1.9945 1.3975
H -2.3140 -0.2585 -0.4818
H 2.3220 0.4531 1.3321
H -2.8658 1.2277 0.2529
C -2.0441 0.5085 0.2489

Values from the calculation:
- Net charge: 0
- Lowest unoccupied orbital energy: 0.4 eV
- HOMO: -7.90 eV

Listed below, in e, are the Löwdin charges computed for each atom:
1 H 0.2092
2 H 0.0761
3 H 0.0891
4 H 0.0774
5 C -0.0466
6 H 0.0850
7 C 0.0520
8 C -0.3272
9 C -0.3386
10 H 0.0596
11 H 0.0888
12 C -0.4336
13 H 0.0641
14 C 0.0392
15 H 0.0846
16 N 0.0169
17 H 0.0614
18 H 0.0661
19 H 0.0640
20 H 0.0741
21 C -0.0616



The energy of each structure relative to the most stable one, in kcal/mol, is as follows: one 38.9; two 0.0.



one | ORCA calculation (wB97M-V/def2-TZVPD) on 2 unconnected molecules or ions with the total composition C4H7IN.

Element x y z (Å)
H -1.1538 -1.2160 1.6877
C -0.0272 1.9855 -0.1083
H 0.4558 -1.4960 1.1672
H 0.7278 4.0293 -0.1377
H -1.0603 -0.6794 -2.1679
H 0.2955 -0.0869 1.8894
H -0.3259 -1.7011 -1.0729
I -2.9360 0.0471 0.0629
H 0.5456 -0.2160 -1.5768
C -0.2606 -0.7117 1.1896
C 0.3039 3.1327 0.0656
C -0.8251 -0.0332 -0.0533
N -0.3579 -0.6113 -1.3225

Values from the calculation:
- Net charge: +1
- Lowest unoccupied orbital energy: -5.0 eV
- HOMO: -13.97 eV

Listed below, in e, are the Löwdin charges computed for each atom:
1 H 0.0675
2 C -0.0027
3 H 0.0725
4 H -0.0016
5 H 0.1989
6 H 0.0974
7 H 0.2245
8 I 1.0336
9 H 0.1574
10 C -0.1619
11 C 0.0293
12 C -0.8108
13 N 0.0959



two | ORCA calculation (wB97M-V/def2-TZVPD) on a gas-phase ion, C4H7IN (charge +1).

Element x y z (Å)
C -1.1228 0.6675 -0.5926
H -1.0943 1.7012 -0.8644
C 0.7244 -0.0672 -1.3194
H 2.0085 -1.2811 -0.4237
H 0.7813 -0.3629 1.9589
N -0.6562 0.4226 0.7765
H -1.7152 -0.1899 -0.9557
C 1.1389 -0.7061 -0.2331
I 1.2990 0.4755 -3.1981
H -0.2211 -1.6277 1.3911
C 0.3516 -0.6853 1.0410
H -0.1241 1.3213 0.9417
H -1.3699 0.3320 1.4777

Values from the calculation:
- Net charge: +1
- Lowest unoccupied orbital energy: -3.6 eV
- HOMO: -13.23 eV

Listed below, in e, are the Löwdin charges computed for each atom:
1 C 0.0207
2 H 0.0925
3 C -0.6656
4 H 0.1046
5 H 0.1192
6 N -0.0387
7 H 0.1171
8 C -0.1757
9 I 0.9762
10 H 0.1705
11 C -0.0905
12 H 0.2021
13 H 0.1677



The energy of each structure relative to the most stable one, in kcal/mol, is as follows: one 66.3; two 0.0.